[1]
Density functional theory data (ωB97M-V/def2-TZVPD) for 16 unconnected molecules or ions with the total composition C35H64BrClF17N18O33S in a non-equilibrium geometry.

Results
Energy ... -9968.9407 Eh
Kohn-Sham gap ... 0.24037 hartree
Total charge ... +1

Last column: Löwdin charge in e.
Positions of all 170 atoms, in Å:
C: -0.295 -7.252 1.451  -0.122
N: -1.184 -6.902 0.334  -0.119
C: -1.880 -5.660 0.518  -0.225
C: -1.492 -4.514 -0.470  -0.602
Cl: 0.310 -4.514 -0.412  0.849
N: -1.994 -4.944 -1.789  0.132
C: -2.265 -3.965 -2.558  -0.627
Br: -2.856 -4.118 -4.343  0.937
C: -1.979 -2.627 -1.777  -0.694
N: -0.631 -2.290 -2.300  0.023
S: -3.108 -1.309 -2.432  0.837
C: -2.165 -3.115 -0.300  -0.315
C: -1.590 -2.319 0.920  -0.067
C: -0.655 -1.114 0.645  -0.024
C: 0.760 -1.225 1.233  -0.438
F: 1.080 -2.448 1.673  0.110
F: 0.850 -0.402 2.306  0.110
C: 1.880 -0.762 0.243  -0.362
F: 1.640 -1.405 -0.912  0.120
F: 1.684 0.541 0.029  0.166
C: 3.316 -1.142 0.690  -0.363
F: 3.515 -2.415 0.336  0.162
F: 3.442 -1.127 2.002  0.197
C: 4.496 -0.299 0.123  -0.340
F: 4.321 1.010 0.254  0.179
F: 5.529 -0.561 0.930  0.160
C: 5.000 -0.643 -1.319  -0.344
F: 6.070 -1.440 -1.211  0.150
F: 4.137 -1.292 -2.092  0.186
C: 5.502 0.595 -2.127  -0.370
F: 6.428 1.274 -1.468  0.182
F: 6.131 0.084 -3.180  0.182
C: 4.361 1.504 -2.691  -0.360
F: 3.167 1.262 -2.162  0.174
F: 4.247 1.271 -3.993  0.182
C: 4.644 3.034 -2.574  -0.611
F: 5.788 3.381 -3.087  0.224
F: 3.707 3.627 -3.301  0.186
F: 4.483 3.434 -1.340  0.207
C: -3.711 -3.086 -0.133  -0.061
C: -4.278 -3.847 1.052  -0.456
O: -3.752 -4.054 2.072  0.199
O: -5.562 -4.347 0.829  0.071
C: -6.535 -3.415 1.256  -0.473
C: -7.171 -2.583 0.154  0.003
O: -6.852 -3.309 2.369  0.195
H: 0.672 -6.728 1.328  0.065
H: -0.737 -6.879 2.384  0.034
H: -0.058 -8.309 1.522  0.069
H: -0.772 -7.015 -0.589  0.041
H: -1.782 -5.265 1.531  0.118
H: -2.956 -5.857 0.347  0.134
H: -2.095 -5.882 -2.183  0.179
H: -0.600 -1.296 -2.502  0.065
H: -0.483 -2.746 -3.196  0.076
H: -2.887 -1.344 -3.770  -0.119
H: -1.178 -3.065 1.605  0.122
H: -2.450 -1.933 1.465  0.101
H: -1.075 -0.255 1.176  0.112
H: -0.639 -0.773 -0.389  0.103
H: -4.273 -3.406 -1.018  0.122
H: -4.004 -2.039 0.013  0.133
H: -6.732 -1.583 0.107  0.095
H: -8.243 -2.527 0.309  0.085
H: -6.978 -3.062 -0.806  0.067
C: -8.468 -0.283 -3.949  0.041
N: -7.741 -1.453 -3.384  -0.418
O: -6.767 -1.871 -3.990  0.036
O: -8.170 -1.915 -2.346  0.056
H: -7.980 0.021 -4.867  0.089
H: -9.491 -0.598 -4.138  0.113
H: -8.433 0.504 -3.211  0.067
C: -6.832 4.089 -4.132  0.046
N: -7.521 2.898 -3.566  -0.417
O: -8.447 2.421 -4.199  0.038
O: -7.112 2.472 -2.503  0.073
H: -7.302 4.349 -5.072  0.081
H: -6.933 4.896 -3.411  0.110
H: -5.794 3.824 -4.279  0.084
C: -2.774 -7.016 5.745  0.055
N: -1.814 -7.030 4.606  -0.427
O: -2.169 -7.571 3.574  0.049
O: -0.738 -6.496 4.787  0.071
H: -3.681 -7.523 5.438  0.097
H: -2.301 -7.532 6.576  0.104
H: -2.973 -5.977 5.991  0.102
C: -9.459 0.259 3.234  0.058
N: -8.514 0.267 2.086  -0.433
O: -8.860 -0.284 1.059  0.051
O: -7.448 0.826 2.258  0.068
H: -10.359 -0.271 2.944  0.100
H: -8.963 -0.243 4.057  0.070
H: -9.683 1.293 3.484  0.109
C: 6.927 5.446 -0.944  0.034
N: 7.561 6.398 0.009  -0.416
O: 8.675 6.815 -0.264  0.052
O: 6.915 6.698 0.988  0.095
H: 7.611 5.270 -1.768  0.099
H: 6.724 4.527 -0.402  0.088
H: 6.009 5.903 -1.295  0.079
C: -1.477 -0.072 5.425  0.055
N: -2.587 -0.144 4.435  -0.425
O: -2.288 -0.143 3.248  0.032
O: -3.712 -0.198 4.872  0.093
H: -0.535 -0.029 4.889  0.089
H: -1.627 0.827 6.017  0.094
H: -1.530 -0.964 6.044  0.104
C: -8.265 -0.554 6.754  0.035
N: -9.476 -0.374 7.600  -0.451
O: -9.364 -0.563 8.793  0.079
O: -10.497 -0.046 7.024  0.057
H: -7.434 -0.843 7.388  0.095
H: -8.487 -1.332 6.030  0.092
H: -8.066 0.396 6.264  0.099
C: -0.411 3.273 2.973  0.048
N: -1.581 3.479 3.873  -0.444
O: -1.411 3.306 5.068  0.050
O: -2.623 3.805 3.348  0.079
H: 0.444 2.987 3.576  0.095
H: -0.675 2.485 2.273  0.087
H: -0.226 4.211 2.457  0.103
C: 9.402 8.683 -3.141  0.049
N: 8.247 8.618 -4.078  -0.451
O: 8.478 8.676 -5.267  0.079
O: 7.141 8.506 -3.577  0.034
H: 10.317 8.778 -3.716  0.097
H: 9.257 9.547 -2.499  0.106
H: 9.398 7.762 -2.564  0.077
C: 9.717 7.389 2.595  0.019
N: 10.344 8.354 3.540  -0.446
O: 11.447 8.782 3.261  0.063
O: 9.703 8.647 4.531  0.059
H: 10.397 7.221 1.769  0.081
H: 9.538 6.469 3.141  0.083
H: 8.787 7.827 2.249  0.079
C: 9.694 3.068 0.229  0.054
N: 10.299 4.047 1.174  -0.434
O: 11.395 4.484 0.900  0.090
O: 9.647 4.337 2.162  0.051
H: 10.384 2.908 -0.592  0.100
H: 9.524 2.146 0.779  0.104
H: 8.760 3.489 -0.126  0.067
C: 3.211 6.984 -2.539  0.051
N: 2.062 7.121 -1.603  -0.449
O: 2.267 6.893 -0.425  0.063
O: 0.999 7.451 -2.086  0.071
H: 4.084 6.686 -1.972  0.067
H: 2.945 6.226 -3.270  0.092
H: 3.370 7.948 -3.015  0.108
C: -5.753 2.231 -8.351  0.052
N: -6.068 3.394 -7.476  -0.429
O: -6.959 4.137 -7.824  0.092
O: -5.403 3.519 -6.460  0.029
H: -6.420 2.252 -9.206  0.098
H: -4.717 2.329 -8.663  0.101
H: -5.903 1.330 -7.763  0.097
C: 6.709 -3.453 0.654  0.030
N: 7.485 -4.632 1.131  -0.447
O: 8.389 -5.032 0.424  0.073
O: 7.154 -5.109 2.198  0.069
H: 7.112 -3.140 -0.298  0.081
H: 5.673 -3.764 0.555  0.094
H: 6.815 -2.671 1.398  0.098
C: 0.085 -10.451 -2.475  0.061
N: -0.128 -9.316 -1.534  -0.409
O: -1.018 -8.517 -1.804  0.021
O: 0.595 -9.264 -0.569  0.098
H: -0.629 -10.369 -3.287  0.095
H: 1.104 -10.379 -2.845  0.106
H: -0.065 -11.371 -1.917  0.107


[2]
Density functional theory data (ωB97M-V/def2-TZVPD) for 10 unconnected molecules or ions with the total composition C35H64NO33S3 in a non-equilibrium geometry.

Results
Energy ... -5103.8505 Eh
Kohn-Sham gap ... 0.28620 hartree
Total charge ... -1

Last column: Löwdin charge in e.
Positions of all 136 atoms, in Å:
O: -6.153 -6.298 -2.457  -0.432
S: -5.668 -5.119 -1.529  0.789
O: -5.512 -5.746 -0.109  -0.443
C: -4.110 -4.295 -2.165  -0.320
S: -2.697 -5.517 -2.533  0.659
O: -3.152 -6.969 -2.254  -0.411
O: -2.489 -5.424 -4.095  -0.415
N: -1.173 -5.064 -1.813  -0.340
S: -0.751 -6.069 -0.449  0.666
O: 0.677 -5.583 0.018  -0.460
O: -0.544 -7.587 -0.822  -0.426
C: -1.867 -5.853 1.057  -0.238
C: -2.438 -4.316 1.250  -0.161
C: -1.688 -2.975 0.656  -0.038
C: -2.246 -1.430 0.832  -0.058
C: -3.663 -1.274 1.701  -0.077
C: -4.458 -2.584 2.370  -0.062
C: -3.839 -4.106 2.137  -0.028
H: -6.690 -4.138 -1.428  0.080
H: -4.395 -3.728 -3.177  0.118
H: -3.711 -3.471 -1.437  0.085
H: -1.244 -6.086 2.048  0.126
H: -2.743 -6.656 1.051  0.123
H: -0.691 -3.155 0.053  0.080
H: -1.667 -0.526 0.359  0.072
H: -4.096 -0.191 1.825  0.054
H: -5.473 -2.478 2.981  0.083
H: -4.416 -5.022 2.621  0.097
C: -2.502 5.200 1.097  -0.044
O: -1.937 3.893 1.016  -0.052
C: -0.696 3.853 0.469  -0.555
O: -0.061 4.814 0.061  0.111
O: -0.283 2.561 0.454  -0.015
C: 1.017 2.366 -0.099  -0.043
H: -3.493 5.113 1.550  0.093
H: -1.889 5.847 1.733  0.102
H: -2.616 5.633 0.098  0.100
H: 1.770 2.900 0.489  0.101
H: 1.043 2.686 -1.145  0.099
H: 1.244 1.297 -0.060  0.096
C: -6.355 3.123 6.395  -0.055
O: -5.066 3.442 5.874  -0.013
C: -4.680 2.668 4.828  -0.557
O: -5.329 1.762 4.329  0.104
O: -3.447 3.076 4.436  -0.016
C: -2.910 2.345 3.335  -0.049
H: -6.561 3.804 7.226  0.092
H: -7.126 3.268 5.632  0.096
H: -6.374 2.098 6.777  0.099
H: -3.544 2.459 2.450  0.094
H: -2.791 1.288 3.595  0.100
H: -1.923 2.755 3.106  0.089
C: 4.753 -1.408 -0.846  -0.042
O: 4.744 0.012 -0.713  -0.021
C: 5.882 0.531 -0.187  -0.564
O: 6.864 -0.104 0.164  0.111
O: 5.737 1.879 -0.118  -0.039
C: 6.867 2.563 0.421  -0.051
H: 3.795 -1.713 -1.276  0.100
H: 5.552 -1.727 -1.522  0.099
H: 4.858 -1.886 0.133  0.102
H: 7.751 2.402 -0.205  0.099
H: 7.057 2.244 1.450  0.099
H: 6.641 3.633 0.429  0.097
C: 2.814 0.287 6.395  -0.047
O: 2.143 1.374 7.029  -0.014
C: 1.382 2.125 6.193  -0.560
O: 1.241 1.942 4.994  0.109
O: 0.807 3.114 6.922  -0.012
C: -0.028 3.990 6.167  -0.046
H: 3.391 -0.245 7.157  0.089
H: 2.091 -0.412 5.961  0.102
H: 3.507 0.654 5.631  0.101
H: -0.864 3.439 5.724  0.087
H: 0.551 4.505 5.394  0.099
H: -0.435 4.741 6.850  0.095
C: 6.981 1.181 8.942  -0.051
O: 7.490 -0.140 9.118  -0.011
C: 7.260 -0.971 8.071  -0.560
O: 6.675 -0.681 7.039  0.105
O: 7.792 -2.183 8.371  -0.012
C: 7.624 -3.166 7.352  -0.051
H: 7.222 1.758 9.838  0.093
H: 7.455 1.666 8.082  0.099
H: 5.893 1.163 8.826  0.095
H: 8.123 -2.855 6.429  0.100
H: 6.561 -3.358 7.172  0.100
H: 8.087 -4.095 7.698  0.094
C: -4.199 -9.252 -8.791  -0.067
O: -4.718 -9.502 -7.486  -0.022
C: -4.462 -8.519 -6.586  -0.561
O: -3.848 -7.487 -6.806  0.112
O: -5.008 -8.884 -5.398  -0.009
C: -4.815 -7.938 -4.349  -0.074
H: -4.462 -10.101 -9.428  0.086
H: -4.647 -8.349 -9.218  0.093
H: -3.107 -9.168 -8.763  0.096
H: -5.288 -6.983 -4.598  0.087
H: -3.749 -7.802 -4.143  0.073
H: -5.292 -8.332 -3.447  0.089
C: 7.656 6.017 -5.397  -0.054
O: 7.080 4.712 -5.404  -0.018
C: 6.411 4.391 -4.268  -0.558
O: 6.275 5.108 -3.289  0.108
O: 5.920 3.134 -4.410  -0.007
C: 5.186 2.660 -3.283  -0.037
H: 8.166 6.167 -6.353  0.090
H: 6.879 6.781 -5.298  0.099
H: 8.395 6.108 -4.595  0.096
H: 4.310 3.290 -3.099  0.105
H: 5.827 2.617 -2.396  0.080
H: 4.841 1.647 -3.506  0.099
C: 5.471 5.118 -9.175  -0.044
O: 5.363 6.271 -10.007  -0.010
C: 5.336 7.447 -9.331  -0.559
O: 5.395 7.578 -8.118  0.104
O: 5.233 8.451 -10.237  -0.011
C: 5.193 9.757 -9.665  -0.054
H: 5.484 4.235 -9.820  0.096
H: 6.405 5.140 -8.604  0.093
H: 4.608 5.042 -8.506  0.102
H: 6.116 9.965 -9.113  0.098
H: 4.319 9.867 -9.015  0.099
H: 5.109 10.481 -10.480  0.093
C: -10.309 -3.319 0.423  -0.047
O: -10.318 -1.899 0.555  -0.013
C: -9.180 -1.380 1.082  -0.560
O: -8.198 -2.015 1.433  0.103
O: -9.325 -0.033 1.151  -0.014
C: -8.195 0.652 1.689  -0.050
H: -11.267 -3.625 -0.008  0.094
H: -9.510 -3.639 -0.253  0.092
H: -10.204 -3.797 1.402  0.100
H: -7.312 0.491 1.064  0.098
H: -8.005 0.332 2.719  0.098
H: -8.421 1.722 1.697  0.093


[3]
Density functional theory data (ωB97M-V/def2-TZVPD) for 6 unconnected molecules or ions with the total composition C35H66BF11N2O14S6 in a non-equilibrium geometry.

Results
ΔE to the lowest compared entry with this formula, charge and spin ... 0.0 kcal/mol
Energy ... -6048.3478 Eh
Kohn-Sham gap ... 0.30263 hartree

Last column: Löwdin charge in e.
Positions of all 135 atoms, in Å:
C: 2.150 0.701 -0.113  -0.114
C: 3.224 0.563 -1.296  -0.217
C: 3.244 -0.949 -1.844  -0.197
C: 1.950 -1.245 -2.729  -0.190
C: 1.318 -2.643 -2.338  -0.188
C: -0.046 -2.380 -1.569  -0.213
C: -0.901 -3.684 -1.335  -0.182
C: -0.567 -4.259 0.111  -0.197
C: -1.756 -5.023 0.817  -0.198
C: -2.584 -4.075 1.757  -0.190
C: -1.653 -3.303 2.802  -0.154
C: -1.762 -1.794 2.306  -0.204
C: -1.271 -0.689 3.317  -0.151
C: -2.494 0.279 3.653  -0.110
C: -2.474 1.610 2.827  -0.307
F: -3.130 2.592 3.621  -0.011
O: -3.234 1.503 1.633  -0.020
C: -2.639 2.096 0.491  -0.243
C: -3.614 2.015 -0.778  -0.081
O: -4.888 1.542 -0.368  -0.048
C: -5.339 0.396 -1.019  -0.265
B: -4.375 -0.924 -0.819  -0.536
O: -4.649 -2.177 -1.442  0.125
O: -3.264 -0.911 0.016  0.166
C: -6.653 -0.019 -0.176  -0.377
O: -7.016 0.646 0.701  0.246
N: -7.421 -1.190 -0.521  0.206
C: -7.541 -2.103 0.547  -0.495
O: -8.011 -1.887 1.569  0.237
F: -7.091 -3.412 0.352  0.071
S: -5.990 0.613 -2.737  0.841
O: -7.369 1.085 -2.584  -0.256
O: -6.078 -0.607 -3.526  -0.251
C: -5.146 1.885 -3.792  -0.383
F: -5.107 3.141 -3.225  0.103
F: -5.983 2.052 -4.875  0.107
C: -3.699 1.503 -4.317  -0.303
F: -3.329 0.301 -3.784  0.131
F: -2.869 2.542 -3.932  0.120
C: -3.549 1.393 -5.874  -0.287
F: -4.347 0.420 -6.423  0.147
F: -3.789 2.584 -6.517  0.141
C: -2.075 0.990 -6.346  -0.471
F: -1.743 -0.271 -6.012  0.175
F: -1.146 1.911 -6.030  0.168
F: -2.145 0.995 -7.724  0.129
N: -2.444 3.565 0.824  0.185
C: -1.401 3.952 0.339  -0.357
O: -0.400 4.386 0.053  0.215
H: 1.614 1.679 -0.236  0.052
H: 2.603 0.685 0.903  0.039
H: 1.401 -0.118 -0.230  0.049
H: 2.969 1.273 -2.122  0.062
H: 4.245 0.760 -0.872  0.086
H: 3.229 -1.639 -0.947  0.059
H: 4.134 -1.142 -2.500  0.091
H: 2.217 -1.224 -3.814  0.104
H: 1.186 -0.446 -2.519  0.093
H: 1.142 -3.300 -3.231  0.106
H: 2.009 -3.195 -1.655  0.107
H: 0.183 -1.868 -0.600  0.084
H: -0.669 -1.662 -2.178  0.104
H: -1.995 -3.419 -1.387  0.095
H: -0.680 -4.480 -2.088  0.110
H: -0.225 -3.364 0.692  0.078
H: 0.305 -4.952 0.025  0.112
H: -1.399 -5.930 1.371  0.108
H: -2.451 -5.375 0.002  0.108
H: -3.428 -4.618 2.269  0.114
H: -3.084 -3.315 1.087  0.073
H: -0.608 -3.698 2.777  0.110
H: -2.068 -3.396 3.843  0.113
H: -1.242 -1.635 1.329  0.100
H: -2.861 -1.630 2.162  0.084
H: -0.465 -0.069 2.824  0.105
H: -0.807 -1.096 4.248  0.096
H: -3.474 -0.249 3.643  0.128
H: -2.318 0.577 4.724  0.095
H: -1.395 1.881 2.663  0.159
H: -1.632 1.693 0.220  0.161
H: -3.747 3.091 -1.087  0.141
H: -3.138 1.508 -1.650  0.125
H: -5.215 -2.684 -0.838  0.089
H: -3.258 -1.785 0.440  0.056
H: -7.098 -1.641 -1.382  0.133
C: 1.156 4.546 -2.704  -0.277
S: 2.005 3.961 -4.183  0.810
O: 2.892 2.838 -3.775  -0.557
C: 3.040 5.423 -4.390  -0.271
H: 0.473 3.768 -2.367  0.032
H: 1.881 4.757 -1.917  0.062
H: 0.589 5.445 -2.944  0.057
H: 3.646 5.580 -3.498  0.056
H: 2.407 6.293 -4.571  0.052
H: 3.691 5.265 -5.249  0.048
C: -1.674 -0.455 8.987  -0.270
S: -2.661 -1.337 7.764  0.825
O: -2.105 -1.007 6.422  -0.557
C: -4.153 -0.351 7.984  -0.266
H: -0.673 -0.883 8.995  0.050
H: -1.616 0.602 8.725  0.059
H: -2.126 -0.574 9.972  0.052
H: -3.937 0.700 7.786  0.060
H: -4.522 -0.473 9.003  0.052
H: -4.906 -0.705 7.282  0.052
C: 4.201 -1.334 3.474  -0.254
S: 4.557 -1.224 1.712  0.804
O: 3.408 -1.820 0.979  -0.550
C: 5.891 -2.435 1.721  -0.255
H: 3.362 -0.676 3.697  0.055
H: 3.938 -2.360 3.735  0.060
H: 5.074 -1.011 4.044  0.024
H: 5.522 -3.391 2.093  0.059
H: 6.705 -2.074 2.352  0.052
H: 6.251 -2.558 0.700  0.052
C: 6.527 2.585 3.281  -0.266
S: 7.180 1.489 4.544  0.800
O: 6.018 0.865 5.238  -0.557
C: 7.812 2.792 5.617  -0.270
H: 6.045 1.982 2.515  0.040
H: 5.796 3.264 3.723  0.062
H: 7.345 3.150 2.834  0.055
H: 7.000 3.458 5.910  0.059
H: 8.587 3.351 5.091  0.053
H: 8.241 2.330 6.505  0.050
C: 5.898 0.162 -6.915  -0.272
S: 6.583 -0.908 -5.636  0.800
O: 5.441 -1.557 -4.941  -0.554
C: 7.170 0.426 -4.575  -0.271
H: 5.436 -0.464 -7.676  0.049
H: 5.145 0.823 -6.482  0.056
H: 6.699 0.749 -7.365  0.050
H: 6.336 1.070 -4.292  0.056
H: 7.929 1.005 -5.104  0.049
H: 7.609 -0.013 -3.680  0.048